No. 1
Here is a structure of composition C42H29Cl5N4O4PTi at a distorted geometry from the Open Molecules 2025 dataset. Energies are from ωB97M-V/def2-TZVPD.

Properties
E_LUMO (alpha / beta) = 2.3 / 2.3 eV
HOMO level (alpha / beta) = -0.0661 / -0.1555 Ha
Energy relative to the best compared isomer or geometry (same formula, charge and spin) = 1.5728 eV

```
! wB97M-V def2-TZVPD RIJCOSX def2/J DEFGRID3
* xyz -1 3
Ti 0.61397 -1.52706 -0.07531
Cl 2.90668 -1.39124 1.95683
C 2.51402 -0.28594 3.22924
C 3.50459 0.20135 4.05764
C 3.17404 1.09572 5.06676
C 1.85155 1.49525 5.22088
C 0.86890 1.00672 4.38272
C 1.16712 0.08677 3.36468
P -0.03146 -0.41321 2.08469
C -1.05240 -1.69457 2.92195
C -2.08029 -2.29303 2.19034
C -2.83371 -3.31235 2.74998
C -2.56551 -3.75462 4.03815
C -1.55000 -3.16009 4.77104
C -0.79561 -2.13618 4.21656
C -1.15175 1.02943 2.16288
C -0.67134 2.22540 1.62736
C -1.38825 3.40061 1.77475
C -2.60080 3.39441 2.45294
C -3.09397 2.20581 2.97191
C -2.37230 1.02857 2.83380
H 4.52972 -0.11524 3.91696
H 3.94263 1.47363 5.72789
H 1.59097 2.19750 6.00384
H -0.15778 1.32685 4.50672
H -2.29600 -1.95057 1.18498
H -3.62405 -3.77611 2.17180
H -3.13827 -4.57146 4.45933
H -1.33520 -3.50053 5.77705
H 0.00455 -1.68563 4.79153
H 0.28150 2.22824 1.10830
H -1.00495 4.32390 1.35979
H -3.15846 4.31479 2.57951
H -4.04143 2.19853 3.49799
H -2.75402 0.10332 3.24583
Cl -2.71600 -7.13058 -1.41914
C -1.64563 -5.97373 -0.70540
C -1.02084 -6.25037 0.50256
Cl -1.30172 -7.76184 1.29769
C -0.16089 -5.30730 1.07539
Cl 0.65641 -5.62671 2.56441
C 0.06045 -4.07667 0.46389
O 0.83175 -3.13432 0.93569
C -0.56145 -3.79786 -0.79701
O -0.23909 -2.65114 -1.34680
C -1.40157 -4.75406 -1.35501
Cl -2.13202 -4.39825 -2.88273
N 4.24626 -1.16106 -2.03714
C 3.82409 -2.35066 -2.57693
C 2.64869 -2.64126 -1.96052
N 2.33794 -1.64493 -1.05342
C 3.33046 -0.77173 -1.11700
H 5.06804 -0.64614 -2.29055
H 4.38313 -2.87833 -3.32950
H 1.99366 -3.48110 -2.11127
H 3.38483 0.15763 -0.58150
O -1.64086 -0.55582 -0.53328
C -0.90933 0.19701 -1.17307
N -1.28060 0.96188 -2.24457
C -0.23441 1.89011 -2.61171
C 0.89506 1.39668 -1.63290
O 2.01557 1.88248 -1.60657
N 0.41506 0.38872 -0.87934
C 0.20974 1.68190 -4.05356
C -0.16883 2.55272 -5.07002
C 0.22509 2.32077 -6.38016
C 1.00538 1.21769 -6.69019
C 1.37958 0.33927 -5.68199
C 0.98372 0.56864 -4.37522
C -0.55809 3.33867 -2.28140
C 0.43024 4.30712 -2.47145
C 0.19104 5.62961 -2.14124
C -1.04189 6.01349 -1.62809
C -2.02961 5.05949 -1.44851
C -1.78796 3.72927 -1.76571
H -2.23141 1.02299 -2.56117
H -0.77118 3.42190 -4.83684
H -0.08105 3.00367 -7.16346
H 1.31923 1.04168 -7.71154
H 1.98049 -0.53131 -5.91387
H 1.27220 -0.12529 -3.59267
H 1.39142 4.00196 -2.86129
H 0.97053 6.36720 -2.28917
H -1.22735 7.04734 -1.36396
H -2.99533 5.34459 -1.04885
H -2.56565 2.99694 -1.59521
*
```

No. 2
Here is a cluster of 2 separate species, C6H13O in total from the Open Molecules 2025 dataset. Energies are from ωB97M-V/def2-TZVPD.

Properties
E_LUMO = 4.0 eV
HOMO level = -0.0986 Ha
Energy relative to the best compared isomer or geometry (same formula, charge and spin) = 0.4416 eV

```
! wB97M-V def2-TZVPD RIJCOSX def2/J DEFGRID3
* xyz -1 1
C 0.02454 -1.31704 -1.88451
O -0.88298 -0.88944 -0.98551
C 0.20023 -2.84983 -1.85651
H 1.04370 -0.87864 -1.71037
H -0.22639 -1.04215 -2.93724
H 0.89271 -3.24117 -2.61560
H -0.77608 -3.32023 -1.98794
H 0.57757 -3.12424 -0.86592
C 0.55202 0.15513 1.40825
C -0.12074 1.49678 1.42587
C -0.44465 2.13345 2.55226
C -0.42825 2.06023 0.07590
H 0.05543 -0.49341 0.63818
H 0.50005 -0.28536 2.40997
H 1.61779 0.27347 1.18435
H -0.93284 3.10003 2.53454
H -0.21812 1.65046 3.49663
H -1.08149 2.93443 0.09877
H -0.84743 1.26079 -0.54839
H 0.49496 2.37673 -0.43275
*
```

No. 3
Here is a cluster of 3 separate species, C3H9NO2 in total at a distorted geometry from the Open Molecules 2025 dataset. Energies are from ωB97M-V/def2-TZVPD.

Properties
E_LUMO = 0.6 eV
SMILES = C=CN=C.O.O
HOMO level = -0.3072 Ha
Energy relative to the best compared isomer or geometry (same formula, charge and spin) = 2.9619 eV

```
! wB97M-V def2-TZVPD RIJCOSX def2/J DEFGRID3
* xyz 0 1
C 1.18338 1.22000 -0.76925
C 1.93621 0.34577 -0.03258
N 1.42824 -0.89034 0.31197
C 0.94475 -1.23022 1.41182
H 0.16867 0.85927 -0.95296
H 1.57180 2.19635 -0.98667
H 2.97702 0.39863 0.37067
H 0.60693 -2.22037 1.67068
H 0.76416 -0.57075 2.27315
O -1.76886 -0.77257 -1.61463
H -1.39652 0.05525 -1.94296
H -2.58602 -0.69458 -2.11970
O -1.67533 0.74961 0.86171
H -1.74620 0.11378 0.11980
H -2.40824 0.44017 1.39896
*
```

No. 4
Here is a structure of composition C48H38BF3InN2O10S2 at a distorted geometry from the Open Molecules 2025 dataset. Energies are from ωB97M-V/def2-TZVPD.

Properties
E_LUMO = 0.5 eV
HOMO level = -0.1862 Ha

```
! wB97M-V def2-TZVPD RIJCOSX def2/J DEFGRID3
* xyz -1 1
C 1.95569 -3.28796 0.03380
N 1.67513 -3.16900 -1.41328
C 1.10449 -4.40745 -1.96428
B 2.77393 -2.64257 -2.19887
O 3.23402 -3.41732 -3.24593
In 3.63927 -0.57582 -1.70588
S 4.38134 -0.45697 0.66701
C 5.27578 0.09285 -3.00194
C 4.78848 0.26076 -4.46728
C 5.50375 -0.74062 -5.31221
N 4.71252 -1.88071 -5.70182
O 6.68367 -0.65390 -5.59718
S 1.71009 1.08372 -2.12726
O 2.11587 2.42461 -2.52236
O 0.83480 0.43608 -3.10201
C 0.54659 1.26504 -0.64149
F -0.01645 2.49641 -0.57741
F 1.17709 1.02690 0.52630
F -0.46538 0.36897 -0.76471
H 1.53249 -2.43401 0.55407
H 1.49226 -4.17516 0.44199
H 3.01580 -3.27207 0.25066
H 1.81930 -5.22306 -2.01324
H 0.27196 -4.70470 -1.33560
H 0.69010 -4.20118 -2.93880
H 3.56379 -2.83706 -3.93672
H 3.35646 -0.85928 1.42295
H 5.61798 1.06040 -2.65837
H 6.14175 -0.54998 -2.94380
H 3.72007 0.10589 -4.52931
H 5.04222 1.24393 -4.83263
H 4.29358 -1.69195 -6.60256
H 5.37224 -2.63642 -5.84664
C -2.96777 2.23228 -3.58325
C -2.63350 0.91080 -3.31417
C -2.58781 -0.01746 -4.33921
C -2.89122 0.36951 -5.63705
C -3.24737 1.69636 -5.90491
C -3.27470 2.62519 -4.87421
C -3.61350 2.12992 -7.27876
O -3.91985 3.27979 -7.52064
C -3.60430 1.10494 -8.36361
C -3.99048 1.47296 -9.64598
C -3.97697 0.53937 -10.66659
C -3.57053 -0.76659 -10.41254
C -3.18925 -1.13930 -9.13594
C -3.21128 -0.20836 -8.10592
C -2.82390 -0.63876 -6.72897
O -2.47505 -1.78030 -6.51753
H -2.98777 2.95778 -2.78109
H -2.39576 0.60785 -2.30509
H -2.31470 -1.04263 -4.13670
H -3.53707 3.65113 -5.08885
H -4.30091 2.49051 -9.83565
H -4.28149 0.82733 -11.66406
H -3.55428 -1.49407 -11.21322
H -2.87486 -2.15220 -8.92874
C 0.03215 7.38503 6.34567
C -0.53666 6.71027 7.42083
C -1.11634 5.46850 7.23237
C -1.13883 4.89910 5.96548
C -0.58428 5.58456 4.88364
C 0.00821 6.82422 5.08089
C -0.62731 5.01103 3.50485
O -0.13711 5.60917 2.57329
C -1.29474 3.69330 3.31730
C -1.37682 3.14843 2.04236
C -1.98424 1.91958 1.85395
C -2.49632 1.21954 2.93785
C -2.40905 1.74853 4.21245
C -1.81779 2.99088 4.41046
C -1.75220 3.55336 5.78420
O -2.18050 2.93231 6.73872
H 0.49257 8.35224 6.49645
H -0.52473 7.15496 8.40694
H -1.55563 4.93499 8.06317
H 0.44565 7.34292 4.23985
H -0.97001 3.68973 1.20507
H -2.04945 1.50019 0.86123
H -2.95598 0.25189 2.78768
H -2.79706 1.19168 5.05348
C -0.40527 0.21996 6.62923
C -1.28555 -0.49165 7.43646
C -1.28867 -1.87641 7.40554
C -0.42421 -2.55467 6.55341
C 0.44373 -1.83555 5.72839
C 0.45689 -0.44945 5.77904
C 1.34731 -2.53067 4.76869
O 2.10311 -1.90702 4.05810
C 1.28497 -4.01829 4.70196
C 2.07547 -4.68467 3.77505
C 2.03899 -6.06594 3.70580
C 1.21868 -6.78766 4.56726
C 0.42582 -6.12768 5.48949
C 0.44895 -4.74064 5.55610
C -0.43700 -4.04428 6.53378
O -1.15288 -4.67462 7.28508
H -0.40115 1.29832 6.65535
H -1.96950 0.03888 8.08538
H -1.96636 -2.43832 8.03233
H 1.13529 0.09923 5.14043
H 2.71181 -4.11645 3.11064
H 2.65088 -6.58371 2.97958
H 1.19633 -7.86795 4.51419
H -0.21752 -6.68161 6.15805
*
```